[1]
{"formula": "C31H53B3O12", "method": "the ωB97M-V functional and the def2-TZVPD basis", "charge": 0, "e_homo_ev": -8.49, "smiles": "CC(C)=CCC[C@@H](C)CCB1OB(CCC(=O)O)OB(C[C@@H](C)OCc2ccccc2)O1.CCOC(=O)OC.CCOC(=O)OC", "relative_energy_kcal_mol": 435.3, "max_force_ev_per_a": 8.42, "symbols": ["C", "C", "C", "C", "C", "C", "C", "C", "C", "C", "B", "O", "B", "C", "C", "C", "O", "O", "O", "B", "C", "C", "C", "O", "C", "C", "C", "C", "C", "C", "C", "O", "H", "H", "H", "H", "H", "H", "H", "H", "H", "H", "H", "H", "H", "H", "H", "H", "H", "H", "H", "H", "H", "H", "H", "H", "H", "H", "H", "H", "H", "H", "H", "H", "H", "H", "H", "H", "H", "C", "C", "O", "C", "O", "O", "C", "H", "H", "H", "H", "H", "H", "H", "H", "C", "C", "O", "C", "O", "O", "C", "H", "H", "H", "H", "H", "H", "H", "H"], "xyz": [[-4.3593, 7.0886, 0.1213], [-4.2325, 6.5886, -1.4350], [-3.5637, 7.6401, -2.5165], [-4.7554, 5.2466, -1.8085], [-5.2867, 4.0850, -0.7775], [-4.1125, 3.3298, 0.0817], [-2.8680, 2.7436, -0.8170], [-3.3196, 2.1143, -2.2591], [-1.7107, 3.8971, -0.8788], [-1.1342, 4.2457, -2.3702], [0.3792, 4.9275, -2.1248], [0.6802, 5.9389, -1.0930], [2.1174, 5.6597, -0.7407], [3.0867, 6.9552, -0.4242], [3.0659, 7.4692, 1.1324], [1.8367, 8.5401, 1.4689], [1.6354, 8.9024, 2.7601], [0.9315, 9.1195, 0.4610], [2.5819, 4.2272, -0.7158], [2.3218, 3.5924, -2.0456], [2.9041, 2.0849, -2.4749], [1.6827, 1.0020, -2.3236], [0.9465, 0.8816, -3.8206], [2.0983, -0.3647, -1.9717], [2.6666, -0.4479, -0.6172], [1.4545, -0.2411, 0.5015], [0.1096, -1.1993, 0.4519], [-1.0745, -0.8932, 1.5723], [-0.8628, 0.3502, 2.6671], [0.5173, 1.2773, 2.6954], [1.6945, 0.9831, 1.5923], [1.5013, 4.4320, -2.9889], [-5.5105, 7.0706, 0.3964], [-3.8957, 8.1835, 0.2143], [-3.7571, 6.3950, 0.8481], [-3.5901, 8.7068, -2.0206], [-4.2000, 7.6213, -3.5161], [-2.4276, 7.3711, -2.7546], [-4.7934, 5.0034, -2.9766], [-5.9940, 4.6415, 0.0068], [-6.0104, 3.3263, -1.3457], [-4.6213, 2.3802, 0.5959], [-3.6559, 3.9805, 0.9601], [-2.4077, 1.8402, -0.1864], [-3.9554, 1.1360, -2.0124], [-2.4063, 1.7162, -2.9165], [-4.0073, 2.7979, -2.9139], [-0.8047, 3.6231, -0.1904], [-2.1954, 4.8983, -0.4473], [-0.9439, 3.3253, -3.0665], [-1.8786, 5.0257, -2.8826], [2.7785, 7.8906, -1.0964], [4.2060, 6.6572, -0.6703], [3.0310, 6.6121, 1.9306], [4.0677, 8.0820, 1.3447], [0.4592, 9.8740, 0.9600], [3.1311, 2.1727, -3.6429], [3.8913, 1.7976, -1.9153], [0.8749, 1.4741, -1.6209], [1.7002, 0.5164, -4.6493], [0.4529, 1.9209, -4.0407], [0.0499, 0.1116, -3.6530], [3.0519, -1.5704, -0.4900], [3.6000, 0.2317, -0.4258], [-0.0536, -2.0675, -0.3427], [-2.0946, -1.4777, 1.6266], [-1.6797, 0.6461, 3.4766], [0.6902, 2.1693, 3.4409], [2.7064, 1.6022, 1.5386], [3.4599, -7.5717, 2.2675], [3.5294, -6.5749, 1.1229], [2.5115, -5.5718, 1.2469], [2.7278, -4.6270, 2.1937], [3.6983, -4.5582, 2.9352], [1.6645, -3.7844, 2.2005], [1.7157, -2.8042, 3.2340], [2.4593, -8.0058, 2.3394], [4.1886, -8.3741, 2.1270], [3.6655, -7.0901, 3.2312], [3.3444, -7.0998, 0.1797], [4.5198, -6.1116, 1.0460], [2.6501, -2.2350, 3.1965], [1.5952, -3.2857, 4.2092], [0.8839, -2.1101, 3.0856], [-0.6910, -13.1808, -0.6739], [0.5271, -13.1988, 0.2342], [0.8368, -11.8822, 0.7120], [0.0193, -11.3987, 1.6783], [-0.9398, -11.9789, 2.1682], [0.4288, -10.1431, 1.9890], [-0.4208, -9.4762, 2.9190], [-0.5515, -12.4677, -1.4905], [-0.8761, -14.1730, -1.0932], [-1.5909, -12.8673, -0.1309], [1.3954, -13.5409, -0.3387], [0.3994, -13.8930, 1.0729], [-0.5548, -10.0676, 3.8305], [-1.3869, -9.2614, 2.4521], [0.0508, -8.5277, 3.1905]], "atomic_forces_ev_per_a": [[0.329, 0.097, -0.831], [-1.276, -3.184, -0.439], [-0.510, -0.573, 0.497], [1.361, 3.100, 0.149], [-0.593, 1.371, 0.348], [-0.262, -1.375, -0.086], [0.474, -0.289, 0.529], [-0.362, -1.195, 0.233], [-0.267, 0.633, -0.181], [0.514, 1.032, 0.318], [-0.318, 0.588, -0.494], [3.082, -3.483, -1.569], [-1.309, -0.260, -0.168], [0.694, 0.409, 0.138], [-0.123, 1.110, -0.284], [-1.894, 1.974, 5.755], [1.322, -2.131, -8.040], [2.279, -0.466, 3.124], [-1.496, 1.867, -3.075], [0.092, 1.347, 0.227], [-0.068, 0.600, -0.873], [-0.503, 0.713, -1.989], [-0.592, -0.417, 1.665], [0.528, 2.067, 1.453], [-0.942, -1.635, 1.060], [-1.390, 0.976, 1.841], [-0.054, 3.333, 3.221], [3.441, 2.858, 0.147], [2.969, -0.222, -2.190], [-0.065, -3.048, -3.292], [-3.955, -2.659, -0.008], [-0.300, -1.482, 4.239], [2.493, 0.173, -0.366], [-1.235, -2.411, -0.134], [-1.240, 1.254, -1.366], [0.021, -2.090, -1.196], [1.470, 0.124, 2.095], [-2.509, 0.506, 0.573], [0.249, 0.493, 2.741], [1.487, -1.217, -1.578], [1.918, 1.574, 1.144], [0.931, 2.106, -1.000], [-1.091, -1.171, -1.965], [-0.994, 1.882, -1.402], [1.241, 2.085, -0.544], [-1.932, 1.078, 1.564], [1.512, -1.116, 1.309], [-1.761, 0.327, -1.104], [1.292, -2.123, -0.983], [-0.682, 1.709, 1.372], [1.562, -1.849, 0.924], [0.656, -2.180, 1.376], [-2.283, 0.666, 0.469], [-0.203, 1.774, -1.573], [-2.359, -1.209, -0.414], [1.043, -1.793, -0.733], [-0.227, -0.324, 2.514], [-1.996, 0.525, -0.980], [1.386, -1.369, -0.792], [-1.618, 0.826, 1.748], [1.211, -1.940, 0.134], [2.038, 1.536, -0.655], [-0.892, 2.440, -0.467], [-2.024, -0.916, -0.355], [0.609, 2.193, 1.911], [2.419, 1.211, -0.252], [1.824, -0.949, -2.053], [-0.646, -2.083, -1.542], [-2.504, -1.443, 0.151], [-0.041, 0.176, 0.426], [0.424, -0.528, 0.110], [0.054, 0.878, 0.458], [0.342, -0.096, 0.503], [-1.383, -0.041, -1.184], [0.872, -0.807, -0.250], [-0.090, 0.567, 0.464], [0.103, -0.083, -0.196], [-0.106, 0.059, -0.059], [0.084, -0.035, -0.281], [-0.224, 0.340, 0.114], [-0.235, 0.061, 0.168], [-0.124, -0.237, 0.059], [0.206, 0.053, -0.114], [0.133, -0.289, -0.214], [-0.358, 0.225, 0.139], [-0.304, -0.548, -0.282], [-0.344, 0.484, 0.864], [-0.606, -0.342, 0.007], [1.523, 0.878, -0.651], [-0.118, -1.030, -0.299], [-0.295, 0.324, 0.409], [0.122, -0.147, -0.006], [0.089, 0.085, 0.026], [0.244, -0.170, -0.023], [0.010, 0.364, 0.227], [-0.083, 0.280, -0.047], [-0.070, 0.023, -0.272], [0.086, -0.151, 0.165], [0.117, -0.246, -0.253]], "lowdin_charge": [-0.104, -0.282, -0.100, -0.096, -0.203, -0.190, -0.324, -0.104, -0.162, -0.070, -0.376, 0.162, -0.319, -0.079, -0.092, -0.256, -0.070, -0.007, 0.132, -0.341, -0.025, -0.338, -0.050, -0.181, -0.176, -0.109, -0.007, -0.068, -0.075, -0.069, -0.023, 0.131, 0.090, 0.083, 0.068, 0.073, 0.087, 0.080, 0.109, 0.110, 0.119, 0.118, 0.112, 0.130, 0.092, 0.079, 0.068, 0.119, 0.112, 0.086, 0.115, 0.138, 0.128, 0.138, 0.142, 0.141, 0.128, 0.114, 0.147, 0.101, 0.075, 0.098, 0.143, 0.119, 0.113, 0.084, 0.082, 0.081, 0.101, -0.061, -0.213, 0.020, -0.551, 0.103, -0.019, -0.056, 0.064, 0.083, 0.077, 0.123, 0.125, 0.098, 0.100, 0.059, -0.071, -0.217, 0.022, -0.548, 0.105, -0.016, -0.051, 0.081, 0.080, 0.075, 0.123, 0.125, 0.099, 0.101, 0.087]}

[2]
{"formula": "C31H53BrMgNP3", "method": "the ωB97M-V functional and the def2-TZVPD basis", "charge": 2, "e_homo_ev": [-11.73, -11.73], "relative_energy_kcal_mol": 95.2, "max_force_ev_per_a": 3.53, "symbols": ["C", "C", "C", "C", "N", "C", "C", "C", "C", "C", "C", "C", "C", "C", "Mg", "P", "H", "H", "H", "H", "H", "H", "H", "H", "C", "C", "H", "H", "H", "H", "H", "C", "C", "H", "H", "H", "H", "H", "C", "C", "H", "H", "H", "H", "H", "Br", "P", "C", "C", "H", "H", "H", "H", "H", "C", "C", "H", "H", "H", "H", "H", "C", "C", "H", "H", "H", "H", "H", "C", "C", "P", "C", "C", "C", "C", "H", "H", "H", "H", "H", "H", "H", "H", "H", "H", "H", "H", "H", "H", "H"], "xyz": [[-0.6917, 6.3277, -4.1913], [-0.8153, 4.9790, -4.5966], [-1.1771, 4.7892, -5.9293], [-1.2305, 5.8680, -6.8052], [-1.0273, 7.1264, -6.4440], [-0.7695, 7.3380, -5.1568], [-0.6115, 3.8141, -3.7362], [-0.5241, 2.9040, -2.9020], [-0.8571, 2.2485, -1.6734], [0.1958, 2.1485, -0.7729], [0.0380, 1.4238, 0.4258], [-1.2123, 0.9540, 0.7543], [-2.3045, 1.1118, -0.1004], [-2.0964, 1.6012, -1.4257], [-0.2291, -0.1578, -1.7699], [1.9386, -1.5689, 0.7379], [-1.4298, 3.8072, -6.2879], [-0.5541, 6.6305, -3.1666], [-1.4397, 5.6894, -7.8532], [-0.6098, 8.3880, -4.9079], [-2.8285, 1.7932, -2.2255], [1.0780, 2.7556, -0.9085], [-3.2771, 0.7209, 0.2042], [0.9122, 1.2445, 1.0316], [2.4468, -3.1933, 1.5440], [3.3564, -4.1305, 0.7649], [1.5043, -3.7442, 1.7307], [2.9140, -2.9886, 2.5290], [3.5838, -5.0159, 1.3582], [2.8784, -4.5211, -0.1296], [4.3360, -3.7227, 0.5205], [2.1251, -1.8337, -1.0663], [3.0204, -0.8138, -1.7773], [1.0949, -1.8410, -1.5584], [2.5198, -2.8577, -1.1742], [2.8692, -0.9626, -2.8610], [2.6873, 0.2204, -1.5550], [4.1150, -0.9303, -1.6040], [3.4220, -0.5998, 1.2415], [4.7812, -1.2800, 1.0749], [3.2447, -0.2685, 2.2874], [3.3855, 0.3101, 0.6202], [5.5556, -0.5327, 1.2863], [4.9314, -2.0670, 1.8275], [4.9650, -1.6446, 0.0500], [-1.1574, -0.8073, 1.9063], [-2.2705, -3.5616, -2.1041], [-0.4310, -3.8554, -1.9214], [-0.0669, -5.3038, -2.3095], [-0.2008, -3.6867, -0.8599], [0.1598, -3.1737, -2.5525], [1.0172, -5.4098, -2.4781], [-0.2948, -6.0272, -1.5063], [-0.5825, -5.6370, -3.2302], [-3.0482, -3.5056, -0.3990], [-4.4425, -4.0771, -0.1496], [-3.0080, -2.5275, 0.0723], [-2.3073, -4.1343, 0.0846], [-4.5620, -4.0098, 0.9482], [-5.2906, -3.5390, -0.6130], [-4.5145, -5.1416, -0.4130], [-2.4880, -1.8470, -2.6385], [-2.8786, -1.9083, -4.1143], [-1.5657, -1.1837, -2.5812], [-3.3320, -1.4703, -2.0438], [-3.1929, -0.9312, -4.4680], [-2.0457, -2.1842, -4.7694], [-3.7024, -2.6007, -4.2980], [2.3294, 0.3706, 5.0397], [0.7921, 0.3997, 5.1302], [-0.1583, 0.9363, 3.6396], [-1.9526, 1.2527, 4.1013], [-2.1812, 1.6912, 5.5635], [0.4334, 2.6505, 3.3476], [0.4893, 3.5635, 4.5640], [2.6604, -0.2902, 4.2311], [2.6948, 0.0200, 6.0199], [2.7017, 1.3812, 4.8361], [0.4274, -0.6245, 5.3470], [0.4638, 1.0348, 5.9675], [-2.4462, 1.9739, 3.3926], [-2.4157, 0.2631, 3.9232], [-1.8675, 2.7315, 5.7187], [-3.2454, 1.5392, 5.8246], [-1.5771, 1.0815, 6.2730], [1.4467, 2.4641, 2.9363], [-0.1840, 3.1049, 2.5469], [1.1122, 3.1582, 5.3583], [0.9502, 4.5077, 4.2663], [-0.4823, 3.7938, 5.0018]], "atomic_forces_ev_per_a": [[0.281, -0.177, -0.160], [0.010, 0.228, -0.205], [0.147, -0.182, -0.074], [-0.222, -0.209, -0.019], [0.275, -0.278, 0.072], [-0.177, -0.032, 0.198], [-0.377, -0.634, 1.660], [-1.192, 2.579, -2.020], [0.701, -0.782, -1.381], [0.334, -0.227, 1.616], [0.392, 0.480, -0.489], [0.265, -2.846, 0.377], [-0.393, -0.515, -1.342], [-0.016, 1.223, 0.962], [0.018, 0.425, 1.403], [0.238, -0.024, 1.406], [0.207, -0.248, -0.164], [0.289, -0.200, 0.178], [-0.107, 0.026, 0.016], [-0.100, -0.332, 0.292], [-0.132, -0.574, 0.828], [0.311, -0.273, -0.335], [0.260, -0.023, -0.192], [-0.097, -0.108, 0.392], [-0.770, -0.410, -0.054], [0.354, -0.405, 0.010], [0.407, 0.256, 0.183], [-0.486, 0.256, -0.499], [-0.168, -0.038, 0.190], [0.001, 0.032, -0.226], [-0.217, 0.142, -0.198], [0.826, -0.127, -0.175], [-0.196, -0.023, -1.027], [0.689, -0.159, 0.340], [-0.416, 0.298, -0.619], [0.275, 0.185, 0.218], [0.447, -0.241, 0.031], [-1.045, 0.216, 0.120], [-0.112, 0.423, -0.565], [0.484, 0.526, 0.416], [0.123, -0.258, -0.644], [0.141, -0.023, 0.318], [-0.026, -0.136, -0.091], [-0.075, 0.084, -0.487], [-0.113, -0.049, 0.640], [-1.947, 0.239, -2.932], [-0.764, -1.086, 0.229], [-0.495, -0.347, 0.474], [0.244, -0.475, -0.023], [0.342, 0.131, -0.167], [-0.443, -0.060, 0.027], [-0.331, 0.167, 0.003], [-0.173, 0.404, -0.334], [0.224, 0.261, 0.485], [0.865, -0.223, -0.441], [-0.188, -0.347, 0.322], [0.379, 0.257, -0.087], [-0.044, -0.188, 0.819], [-0.265, -0.112, -0.498], [0.606, -0.137, 0.071], [0.005, 0.359, -0.059], [-0.680, -0.482, -0.803], [0.240, 1.013, -0.733], [-0.183, -0.005, 0.047], [0.549, 0.484, -0.064], [-0.192, 0.266, -0.097], [-0.044, -0.283, 0.248], [0.181, 0.015, 0.273], [-0.706, 0.300, -0.038], [-0.864, -0.231, 0.564], [0.935, 2.013, 0.608], [0.103, -0.474, 0.523], [0.022, -0.394, 0.193], [0.286, -0.005, 0.181], [0.369, 0.598, -0.150], [0.038, 0.012, 0.323], [0.134, 0.148, -0.601], [0.164, -0.232, 0.142], [0.095, 0.418, 0.036], [0.287, -0.298, -0.070], [0.734, -0.613, 0.453], [-0.133, 0.603, 0.299], [-0.472, -0.366, 0.038], [0.540, 0.342, -0.010], [-0.533, 0.293, -0.503], [-0.299, 0.525, 0.134], [0.298, -0.262, 0.318], [0.036, -0.124, 0.025], [-0.060, 0.098, 0.144], [0.099, -0.045, -0.273]], "lowdin_charge": [0.004, -0.211, -0.020, -0.116, 0.088, -0.114, 0.122, 0.031, -0.314, -0.054, -0.188, -0.461, -0.063, -0.037, 1.025, 0.922, 0.112, 0.112, 0.118, 0.121, 0.152, 0.148, 0.133, 0.072, -0.382, -0.153, 0.072, 0.091, 0.088, 0.057, 0.060, -0.447, -0.136, -0.009, 0.080, 0.086, 0.063, 0.092, -0.416, -0.139, 0.059, 0.063, 0.086, 0.078, 0.063, 0.681, 1.016, -0.429, -0.153, 0.061, 0.053, 0.073, 0.083, 0.075, -0.432, -0.143, 0.026, 0.061, 0.082, 0.078, 0.078, -0.456, -0.163, 0.002, 0.092, 0.071, 0.084, 0.083, -0.127, -0.406, 0.773, -0.417, -0.140, -0.427, -0.134, 0.039, 0.091, 0.068, 0.088, 0.065, 0.095, 0.015, 0.053, 0.084, 0.070, 0.067, 0.077, 0.067, 0.080, 0.057]}